(1)
Formula: C43H43ClI2N4O6S3Sn
Source: OMol25
Level of theory: ωB97M-V/def2-TZVPD

Its HOMO energy is -7.529 eV. The value obtained for the energy above the lowest of the compared OMol25 structures with the same formula, charge and spin is 56.1 kcal per mole. For the HOMO-LUMO gap, the calculation gives 5.416 eV. The total energy is -4799.05904 Ha. As for the multiplicity: 1.

Geometry (Å):
Sn: -0.1871 0.7432 1.1070
C: 1.1125 4.2953 3.5517
C: -0.2452 3.9524 3.0230
C: -0.6707 4.4233 1.7865
C: -1.9053 4.0616 1.2590
C: -2.3875 4.6060 -0.0571
C: -2.7201 3.2063 1.9955
C: -2.3421 2.7655 3.2582
C: -3.2592 1.9102 4.0829
C: -1.1088 3.1571 3.7619
H: 1.0298 4.8891 4.4597
H: 1.6957 4.8461 2.8157
H: 1.6569 3.3897 3.8157
H: -0.0326 5.1091 1.2426
H: -3.4234 4.9361 0.0290
H: -2.3486 3.8400 -0.8369
H: -1.7850 5.4571 -0.3715
H: -3.6874 2.9265 1.5980
H: -2.6949 1.1502 4.6214
H: -4.0158 1.4241 3.4676
H: -3.7646 2.5333 4.8220
H: -0.8082 2.8213 4.7418
C: 0.9244 -5.1548 5.2676
C: 1.2917 -3.7687 4.8550
C: 1.2588 -2.7253 5.7748
C: 1.4568 -1.4189 5.3645
C: 1.7119 -1.1611 4.0299
C: 1.8304 -2.1911 3.1116
C: 1.6212 -3.4944 3.5278
S: 1.6304 0.5141 3.4620
O: 0.1916 0.8245 3.5278
O: 2.4647 1.3949 4.2104
N: 1.9096 0.5038 1.8932
C: 2.9651 1.2564 1.4400
C: 4.2626 1.0571 1.8497
C: 5.2944 1.8631 1.3611
C: 5.0477 2.8667 0.4631
C: 3.7310 3.1200 0.0387
C: 3.3845 4.1362 -0.8738
C: 2.0707 4.3387 -1.1957
C: 1.0909 3.5359 -0.5955
N: 1.3903 2.5812 0.2455
C: 2.6718 2.3261 0.5542
H: 1.6625 -5.8673 4.9080
H: -0.0442 -5.4109 4.8345
H: 0.8454 -5.2343 6.3484
H: 1.0517 -2.9387 6.8126
H: 1.3900 -0.5929 6.0553
H: 2.0733 -1.9651 2.0814
H: 1.6983 -4.3048 2.8170
H: 4.4763 0.2658 2.5497
H: 6.3067 1.6788 1.6921
H: 5.8515 3.4731 0.0715
H: 4.1608 4.7489 -1.3084
H: 1.7721 5.1072 -1.8914
H: 0.0451 3.6817 -0.8306
S: -0.8545 1.9063 -2.6311
C: -1.1475 0.3121 -2.9228
N: -0.7277 -0.3090 -4.0304
C: -1.2710 -1.6023 -4.3783
C: -1.4443 -2.4607 -3.1386
N: -2.1725 -1.7301 -2.1216
C: -2.9959 -2.5374 -1.2355
C: -4.0905 -3.2268 -2.0135
C: -4.0533 -4.5937 -2.2576
C: -5.0820 -5.2088 -2.9510
C: -6.1539 -4.4621 -3.4079
C: -6.1949 -3.0974 -3.1714
C: -5.1674 -2.4822 -2.4797
C: -1.9584 -0.4330 -1.9531
S: -2.6072 0.4172 -0.6729
C: 0.1578 0.3344 -4.9888
C: 1.5917 -0.1122 -4.8091
C: 2.1510 -1.0670 -5.6483
C: 3.4492 -1.5044 -5.4474
C: 4.1959 -1.0079 -4.3934
C: 3.6537 -0.0371 -3.5686
C: 2.3680 0.4233 -3.7879
H: -0.5847 -2.0938 -5.0677
H: -2.2415 -1.4590 -4.8787
H: -0.4581 -2.7362 -2.7455
H: -2.0110 -3.3613 -3.3827
H: -3.4496 -1.8805 -0.4899
H: -2.3618 -3.2720 -0.7271
H: -3.2327 -5.1855 -1.8808
H: -5.0564 -6.2753 -3.1156
H: -6.9655 -4.9436 -3.9319
H: -7.0408 -2.5150 -3.5040
H: -5.2044 -1.4208 -2.2795
H: 0.0776 1.4150 -4.8347
H: -0.2005 0.0885 -5.9944
H: 1.5832 -1.4492 -6.4873
H: 3.8774 -2.2329 -6.1205
H: 5.1989 -1.3693 -4.2206
H: 4.2332 0.3569 -2.7477
H: 1.9544 1.1950 -3.1567
O: 2.6736 -1.1860 -0.3383
Cl: 1.4240 -1.0250 -0.9328
O: 0.3909 -1.4768 -0.0320
O: 1.2866 -1.7660 -2.1215
O: 1.1174 0.3371 -1.1738
I: -1.4376 -1.2789 2.2682
I: -2.8194 -3.4763 3.2828

(2)
Formula: C43H44Br3N3O2V
Source: OMol25
Level of theory: ωB97M-V/def2-TZVPD

Its HOMO energy (alpha / beta) is -6.417 / -8.159 eV. For the HOMO-LUMO gap (alpha / beta), the calculation gives 6.278 / 7.253 eV. The total energy is -10645.85610 Ha. As for the multiplicity: 4.

Geometry (Å):
V: 0.7873 -0.4408 0.3185
C: -4.4295 1.7809 1.3471
C: -4.4396 1.5358 -0.1668
C: -4.6633 0.0662 -0.5106
C: -3.2097 2.1150 -0.8474
C: -2.5910 1.4792 -1.9184
C: -1.5688 2.0979 -2.6248
C: -1.1150 3.3618 -2.2807
C: -0.0402 4.0325 -3.0888
C: -1.6975 3.9807 -1.1806
C: -2.7217 3.3691 -0.4787
H: -5.1917 1.1759 1.8409
H: -4.6413 2.8209 1.5884
H: -3.4593 1.5333 1.7816
H: -5.2998 2.0849 -0.5710
H: -3.7841 -0.5447 -0.2985
H: -4.9026 -0.0654 -1.5662
H: -5.5009 -0.3311 0.0646
H: -2.9330 0.5077 -2.2503
H: -1.1481 1.6033 -3.4908
H: 0.0286 5.0927 -2.8532
H: -0.2455 3.9340 -4.1549
H: 0.9347 3.5742 -2.9128
H: -1.3552 4.9619 -0.8747
H: -3.1639 3.8973 0.3536
Br: 2.4470 1.2137 -4.0147
C: 3.5179 0.4966 -2.6378
C: 4.8712 0.2099 -2.9311
C: 5.7138 -0.2354 -1.9611
Br: 7.5000 -0.6647 -2.4112
C: 5.2609 -0.3673 -0.6191
C: 6.0634 -0.7514 0.4792
C: 5.5193 -0.7999 1.7287
C: 4.1610 -0.4613 1.8929
N: 3.3852 -0.1138 0.8994
C: 3.9125 -0.0753 -0.3510
C: 2.9918 0.2893 -1.3901
O: 1.7157 0.3947 -1.0852
H: 5.2245 0.3486 -3.9425
H: 7.1026 -1.0006 0.3148
H: 6.1096 -1.0843 2.5874
H: 3.7085 -0.4734 2.8798
Br: 1.6172 7.1417 0.7306
C: 1.2765 5.3054 1.0363
C: 1.4650 4.3907 0.0159
C: 1.2104 3.0496 0.2414
C: 0.8031 2.5947 1.4913
C: 0.6114 3.5365 2.5060
C: 0.8358 4.8843 2.2795
N: 0.6628 1.2011 1.6703
C: 0.5284 0.7201 2.9099
C: 0.8377 -0.6312 3.1495
C: 0.9540 -1.2049 4.4403
C: 1.4778 -2.4533 4.5788
C: 1.8818 -3.1764 3.4293
C: 1.6810 -2.6087 2.2061
N: 1.1527 -1.3768 2.0476
H: 1.7972 4.7192 -0.9575
H: 1.3307 2.3392 -0.5673
H: 0.2684 3.2504 3.4878
H: 0.6728 5.6003 3.0727
H: 0.2922 1.3459 3.7613
H: 0.6550 -0.6220 5.3008
H: 1.5922 -2.8878 5.5614
H: 2.3120 -4.1624 3.5043
H: 1.9277 -3.1345 1.2896
C: -0.1789 -0.9678 -3.3247
C: -0.1140 -2.4586 -3.0129
C: 1.2815 -2.9038 -2.5719
C: -1.2255 -2.8891 -2.0702
C: -2.2039 -3.7503 -2.5537
C: -3.2693 -4.1563 -1.7639
C: -3.3457 -3.6940 -0.4636
C: -2.3858 -2.8367 0.0785
C: -2.5326 -2.5341 1.5622
C: -2.1655 -1.1268 2.0529
C: -1.8145 -3.6248 2.3621
C: -1.3410 -2.4428 -0.7524
O: -0.3727 -1.6165 -0.2737
H: 0.4749 -0.7287 -4.1650
H: 0.1371 -0.3531 -2.4788
H: -1.1975 -0.6842 -3.5938
H: -0.3193 -2.9830 -3.9523
H: 1.5641 -2.4805 -1.6066
H: 2.0331 -2.5866 -3.2981
H: 1.3272 -3.9910 -2.4881
H: -2.1217 -4.0980 -3.5755
H: -4.0243 -4.8221 -2.1565
H: -4.1670 -4.0050 0.1701
H: -3.6009 -2.6567 1.7612
H: -1.4414 -0.6092 1.4167
H: -1.7476 -1.1739 3.0593
H: -3.0523 -0.4960 2.0985
H: -0.7460 -3.6109 2.1601
H: -2.1916 -4.6128 2.0972
H: -1.9568 -3.4768 3.4328

(3)
Formula: C43H44InN10OPSSe
Source: OMol25
Level of theory: ωB97M-V/def2-TZVPD

Its HOMO energy is -12.529 eV. The value obtained for the energy above the lowest of the compared OMol25 structures with the same formula, charge and spin is 4.3 kcal per mole. Its net charge is +2. For the HOMO-LUMO gap, the calculation gives 7.484 eV. The total energy is -5618.59480 Ha. As for the multiplicity: 1.

Geometry (Å):
In: -0.4083 -0.1500 -0.5269
N: -3.6153 2.6203 -1.9043
C: -2.4514 2.0012 -1.6695
S: -2.4507 0.2752 -1.9302
N: -1.4447 2.7643 -1.3115
N: -0.2878 2.0932 -1.0721
C: 0.8240 2.7175 -1.2125
C: 0.9397 4.1258 -1.6543
C: 0.3463 5.1558 -0.9303
C: 0.4764 6.4670 -1.3572
C: 1.1797 6.7543 -2.5200
C: 1.7581 5.7290 -3.2543
C: 1.6465 4.4172 -2.8182
C: 2.0535 1.9073 -1.0002
C: 3.3153 2.4885 -0.9599
C: 4.4283 1.6713 -0.8418
C: 4.2524 0.2997 -0.7699
C: 2.9626 -0.1987 -0.7767
N: 1.8851 0.5819 -0.8799
H: -4.4326 2.0961 -2.1557
H: -3.6624 3.6219 -1.8203
H: -0.2321 4.9260 -0.0432
H: 0.0191 7.2670 -0.7896
H: 1.2729 7.7787 -2.8567
H: 2.2976 5.9496 -4.1662
H: 2.1026 3.6172 -3.3912
H: 3.4138 3.5613 -1.0358
H: 5.4210 2.1027 -0.8211
H: 5.0923 -0.3800 -0.7113
H: 2.7829 -1.2628 -0.7028
C: 2.8546 -2.0226 2.0445
C: 1.9289 -0.8413 1.9127
O: 0.8804 -0.9314 1.2527
N: 2.3177 0.2874 2.5106
C: 1.4193 1.3776 2.8633
C: 1.1398 1.3082 4.3492
C: 1.4934 2.3341 5.2099
C: 1.2174 2.1932 6.5633
C: 0.6167 1.0235 7.0019
C: 0.3251 0.0408 6.0663
N: 0.5773 0.1716 4.7673
H: 2.6107 -2.7697 1.2936
H: 2.7104 -2.4602 3.0352
H: 3.9015 -1.7314 1.9517
H: 3.1532 0.2161 3.0729
H: 0.5015 1.2344 2.2921
H: 1.8664 2.3342 2.5936
H: 1.9604 3.2330 4.8272
H: 1.4783 2.9777 7.2611
H: 0.3936 0.8602 8.0474
H: -0.1440 -0.8876 6.3790
N: -0.9530 -2.9350 -2.2744
P: 0.2490 -1.7839 -2.6090
C: -0.0436 -1.3756 -4.3331
C: 0.0653 -2.3704 -5.3089
C: -0.1523 -2.0563 -6.6388
C: -0.4589 -0.7481 -7.0006
C: -0.5549 0.2428 -6.0359
C: -0.3548 -0.0696 -4.6981
C: 1.8167 -2.7014 -2.6106
C: 2.0092 -3.7477 -1.7101
C: 3.2561 -4.3472 -1.5954
C: 4.3160 -3.9001 -2.3741
C: 4.1267 -2.8607 -3.2767
C: 2.8820 -2.2596 -3.3953
C: -1.4123 -3.2111 -1.0047
C: -2.1365 -4.3820 -0.7588
C: -2.5173 -4.6622 0.5312
C: -2.1721 -3.7808 1.5554
C: -1.4945 -2.6363 1.2223
N: -1.1249 -2.3395 -0.0385
H: -1.2333 -3.5828 -2.9938
H: 0.3430 -3.3836 -5.0373
H: -0.0731 -2.8254 -7.3956
H: -0.6219 -0.5041 -8.0424
H: -0.7939 1.2585 -6.3219
H: -0.4608 0.6974 -3.9381
H: 1.1838 -4.1057 -1.1035
H: 3.3972 -5.1736 -0.9104
H: 5.2853 -4.3753 -2.2912
H: 4.9480 -2.5257 -3.8971
H: 2.7374 -1.4558 -4.1082
H: -2.3701 -5.0506 -1.5768
H: -3.0706 -5.5668 0.7466
H: -2.4325 -3.9812 2.5849
H: -1.2272 -1.8995 1.9688
C: -1.5734 3.6743 2.3293
N: -1.9441 2.6762 3.3173
C: -2.1138 2.9044 4.6672
C: -2.5285 1.7398 5.2153
N: -2.6018 0.8151 4.1939
C: -2.9855 -0.5844 4.3515
C: -2.2613 1.4001 3.0313
Se: -2.4316 0.6647 1.3172
H: -1.8110 4.6588 2.7238
H: -2.1266 3.4876 1.4099
H: -0.5074 3.6074 2.1157
H: -1.9294 3.8665 5.1128
H: -2.7733 1.4898 6.2332
H: -3.6377 -0.6720 5.2161
H: -2.0936 -1.1942 4.4884
H: -3.5160 -0.9055 3.4604

Question: What is the multiplicity in the first record?
Answer: 1

Question: Which formula does entry 2 have?
Answer: C43H44Br3N3O2V

Question: Which of these has the highest multiplicity?
Answer: C43H44Br3N3O2V

Question: What is the multiplicity in the second record?
Answer: 4